Entry 1:
Computed, not measured: a 2-piece molecular cluster, C25H29FN6O2PS overall in a non-equilibrium geometry, with wB97M-V/def2-TZVPD.

Calculated values
**Net charge**: +1

Last column: natural (NBO) charge in e.
CARTESIAN COORDINATES (ANGSTROEM)
O -3.98581 -0.63183 0.65356  -1.035
P -2.94770 -1.42026 1.48898  1.532
N -1.61615 -0.43862 2.07851  -0.895
C -0.42899 -0.18155 1.50262  0.608
N 0.61499 0.61958 2.11378  -0.458
C 1.65348 0.57627 1.09572  0.479
C 3.08208 1.31437 1.16192  -0.455
C 2.80887 2.82380 0.60780  -0.495
C 2.45104 2.85054 -0.95661  0.662
O 1.25846 3.14483 -1.29275  -0.564
N 3.41665 2.58918 -2.03144  -0.683
C 2.95770 3.08103 -3.35008  0.129
C 3.38801 4.49234 -3.83704  -0.241
C 2.95188 5.06385 -5.23393  -0.198
C 2.05636 4.21207 -6.19828  -0.214
C 1.62750 2.79289 -5.71029  -0.207
C 2.07270 2.23897 -4.31206  -0.224
N 1.26372 -0.20784 -0.05049  -0.184
C 2.05921 -0.49996 -1.28408  -0.269
C 2.66508 -2.01683 -1.29953  -0.422
C 4.24033 -2.04521 -0.86998  -0.525
S 5.15481 -3.46066 -1.68146  -0.048
N -0.01862 -0.64611 0.22117  -0.241
C -0.61322 -1.43126 -0.86138  0.097
C -0.56918 -2.96129 -1.06246  -0.274
C -1.21880 -3.57529 -2.29127  0.025
N -1.90089 -2.98697 -3.39371  -0.338
C -1.93888 -1.58666 -3.14767  0.036
C -1.37136 -0.74435 -2.01530  -0.235
H -3.66441 -1.87562 2.66182  0.006
H -2.53915 -2.59351 0.77586  -0.027
H -1.75723 -0.00660 3.01630  0.475
H 3.41306 1.33484 2.25190  0.276
H 3.85078 0.78155 0.50668  0.245
H 1.87383 3.19913 1.17372  0.268
H 3.65758 3.55008 0.86516  0.256
H 4.32600 3.02276 -1.78605  0.402
H 4.02800 5.17247 -3.18669  0.227
H 3.27323 6.09749 -5.60622  0.240
H 1.74549 4.63124 -7.21923  0.244
H 0.97341 2.16787 -6.40320  0.234
H 1.68826 1.18803 -4.05202  0.212
H 1.47310 -0.27230 -2.24793  0.260
H 2.98819 0.18558 -1.33151  0.273
H 2.58079 -2.42083 -2.36993  0.237
H 2.13228 -2.70848 -0.56025  0.223
H 4.76436 -1.05805 -1.10729  0.214
H 4.23239 -2.29454 0.25853  0.236
H 4.58102 -3.75718 -2.90951  0.146
H -0.04419 -3.62457 -0.29441  0.250
H -1.11179 -4.72267 -2.38079  0.229
H -2.47991 -0.99170 -3.97799  0.231
H -1.49080 0.39193 -2.02268  0.268
F -3.50031 -1.67774 4.69398  -0.351
C -4.56616 -1.52086 5.50901  0.379
C -5.83334 -1.41339 4.95834  -0.289
C -6.93135 -1.25690 5.79782  -0.183
C -6.74762 -1.19901 7.17716  -0.214
C -5.46935 -1.30311 7.71811  -0.184
C -4.37223 -1.47064 6.87972  -0.283
H -5.95613 -1.45228 3.88163  0.226
H -7.92846 -1.17944 5.37825  0.228
H -7.60429 -1.07249 7.83117  0.226
H -5.32757 -1.25375 8.79236  0.227
H -3.37075 -1.56234 7.28393  0.230

Atoms 1-3, force components in eV/Å:
3.1 -1.7 1.7
-4.8 1.9 -1.8
-0.2 -0.7 0.4

=====

Entry 2:
Computed, not measured: C49H57N7OS4SbTc as an isolated structure, with wB97M-V/def2-TZVPD.

Calculated values
**Energy above the lowest of the compared OMol25 structures with the same formula, charge and spin**: 0.000 eV
**Net charge**: +2

Last column: Löwdin charge in e.
CARTESIAN COORDINATES (ANGSTROEM)
Tc -0.94182 0.76431 -0.59100  1.478
C -1.74116 6.81884 -2.45945  -0.064
C -2.36953 6.12994 -1.24319  -0.173
C -1.58105 4.93702 -0.81207  -0.101
C -0.55921 4.88985 0.11251  -0.107
C -0.07521 5.99517 0.99147  -0.168
C -0.73700 5.93678 2.37205  -0.063
C -0.05685 3.56248 0.09924  -0.222
N -0.84512 2.74865 -0.71854  -0.029
C -1.69334 3.63631 -1.36404  -0.201
C -2.46172 3.29397 -2.45646  0.052
C -2.56232 2.02393 -2.94883  -0.222
C -3.40531 1.65537 -4.05123  -0.115
C -4.10604 2.61314 -4.96166  -0.170
C -5.48203 3.03430 -4.43896  -0.076
C -3.45973 0.29492 -4.05920  -0.115
C -2.60149 -0.15584 -3.00014  -0.238
C -2.42645 -1.47637 -2.64858  0.044
C -1.43727 -1.91862 -1.80147  -0.240
N -0.50665 -1.07187 -1.20442  -0.041
C 0.54504 -1.91469 -0.84533  -0.199
C 1.76463 -1.45629 -0.42205  0.076
C 2.03896 -0.13356 -0.15199  -0.197
N 1.10971 0.87818 -0.20729  0.015
C 1.72150 1.93347 0.44191  -0.201
C 1.14014 3.16211 0.64651  0.081
C 3.05611 1.59541 0.84381  -0.108
C 3.26626 0.30985 0.45022  -0.113
C 4.49423 -0.52338 0.60636  -0.182
C 5.33212 -0.56022 -0.67440  -0.064
C 3.96452 2.48587 1.62839  -0.172
C 3.56281 2.54081 3.10607  -0.067
C 0.18073 -3.27780 -1.03822  -0.094
C -1.07546 -3.28157 -1.59792  -0.101
C -1.93290 -4.44898 -1.96022  -0.166
C -3.19258 -4.53205 -1.09167  -0.063
C 1.00188 -4.45709 -0.63163  -0.158
C 0.62386 -4.94095 0.77346  -0.051
N -2.01052 0.90247 -2.34313  -0.039
C -4.18527 -0.60065 -5.00990  -0.178
C -3.25505 -1.18843 -6.07521  -0.066
H -2.31895 7.69831 -2.73982  0.084
H -0.72146 7.13769 -2.24125  0.083
H -1.70012 6.14961 -3.32001  0.074
H -2.42961 6.83600 -0.41372  0.117
H -3.39746 5.83347 -1.46292  0.117
H 1.00992 5.94496 1.10014  0.115
H -0.28760 6.95320 0.51571  0.118
H -0.50999 4.99074 2.86918  0.065
H -0.37806 6.74618 3.00612  0.084
H -1.82114 6.02433 2.28937  0.083
H -3.02542 4.07593 -2.94618  0.126
H -3.48151 3.49409 -5.12298  0.118
H -4.21665 2.14402 -5.94057  0.119
H -5.40918 3.49415 -3.45258  0.047
H -5.94456 3.75231 -5.11521  0.085
H -6.14602 2.17138 -4.35810  0.068
H -3.03013 -2.22195 -3.14799  0.130
H 2.54532 -2.17961 -0.23382  0.128
H 1.70417 3.89551 1.20607  0.125
H 5.08802 -0.12482 1.43080  0.116
H 4.21494 -1.53291 0.91288  0.099
H 5.66799 0.43953 -0.95169  0.083
H 6.21172 -1.18880 -0.53974  0.081
H 4.75563 -0.95983 -1.51077  0.077
H 4.98444 2.10960 1.54674  0.114
H 3.97978 3.48909 1.19575  0.120
H 3.57324 1.53794 3.53646  0.079
H 4.25154 3.16643 3.67246  0.082
H 2.55603 2.94403 3.23497  0.064
H -2.21115 -4.38506 -3.01619  0.122
H -1.35187 -5.36513 -1.85541  0.114
H -3.78988 -3.62139 -1.16398  0.067
H -3.81392 -5.37146 -1.40015  0.085
H -2.93195 -4.67190 -0.04177  0.077
H 0.85913 -5.26147 -1.35439  0.120
H 2.06369 -4.20630 -0.65906  0.113
H 0.89210 -4.19368 1.52387  0.062
H -0.44857 -5.12746 0.84656  0.076
H 1.14701 -5.86724 1.01280  0.082
H -4.67829 -1.40621 -4.45802  0.117
H -4.98342 -0.03413 -5.49185  0.113
H -2.47869 -1.81045 -5.62699  0.072
H -3.81668 -1.80179 -6.77837  0.083
H -2.76036 -0.39473 -6.63565  0.085
S -6.56568 -1.06600 0.12960  -0.145
Sb -7.08401 0.68052 -1.08395  0.571
S -4.16545 1.45995 0.91521  -0.041
S -3.10245 -0.08279 0.15741  0.206
S -5.22875 2.27646 -0.64001  -0.109
C 6.65769 -6.21727 2.75712  -0.042
C 5.42551 -5.45567 3.15220  -0.268
C 5.46412 -4.06991 3.30440  -0.030
C 4.33773 -3.35415 3.66959  -0.020
C 3.13735 -4.02276 3.86939  -0.245
N 1.96354 -3.30337 4.25277  0.142
C 1.52080 -2.22745 3.56654  -0.506
O 2.03307 -1.80169 2.54953  0.069
N 0.38333 -1.61464 4.12966  0.148
C -0.17119 -0.46472 3.55867  -0.183
C -0.65381 0.57898 4.33779  0.037
C -1.23103 1.67176 3.71471  -0.013
C -1.28159 1.72437 2.33671  -0.184
N -0.79636 0.72700 1.58188  -0.124
C -0.28377 -0.35343 2.17217  -0.046
C 3.07460 -5.39892 3.71968  -0.024
C 4.21685 -6.10651 3.37479  -0.032
H 7.53646 -5.83598 3.27652  0.085
H 6.84417 -6.12460 1.68524  0.088
H 6.55844 -7.27657 2.98727  0.081
H 6.40059 -3.54536 3.15531  0.119
H 4.38620 -2.28097 3.80130  0.116
H 1.41542 -3.65824 5.01873  0.155
H 0.26600 -1.69887 5.12730  0.149
H -0.58904 0.53353 5.41806  0.131
H -1.63261 2.49180 4.29291  0.125
H -1.72230 2.56435 1.82218  0.078
H 0.05870 -1.15217 1.53700  0.106
H 2.13897 -5.91971 3.88944  0.117
H 4.16512 -7.18397 3.27836  0.118

Atoms 1-3, force components in eV/Å:
-0.4 -0.1 0.4
0.0 0.0 0.0
0.0 0.0 0.0

=====

Number 1: electronic energy -2287.8957 hartree. Number 2: electronic energy -4273.4107 hartree.